Record 1
Molecular formula: C5H16N2O
Method: DFT, ωB97M-V/def2-TZVPD

## Properties
ΔE to the lowest compared entry with this formula, charge and spin = 2.9161 eV
structure (SMILES) = CNCCCCN.O
gap between HOMO and LUMO = 0.311 hartree

Each line ends with the natural charge from an NBO analysis.
CARTESIAN COORDINATES (ANGSTROEM)
C: -1.56718 0.11106 -2.37495  -0.43
N: -0.74412 0.86027 -1.50952  -0.67
C: -0.97066 0.54949 -0.12046  -0.21
C: -0.56240 -0.86537 0.24025  -0.46
C: 0.80237 -1.38187 -0.28587  -0.41
C: 1.95552 -0.39473 -0.12211  -0.23
N: 2.38592 -0.23760 1.30679  -0.89
H: -2.57161 -0.29898 -1.92565  0.19
H: -1.07665 -0.76786 -2.81677  0.17
H: -1.96783 0.87522 -3.05262  0.20
H: 0.09383 1.01673 -1.86689  0.36
H: -2.07422 0.65892 0.15895  0.19
H: -0.38140 1.34948 0.32376  0.21
H: -1.36942 -1.66014 0.25087  0.21
H: -0.36630 -0.81784 1.40754  0.22
H: 0.52355 -1.41509 -1.40075  0.19
H: 1.12764 -2.38055 0.06050  0.22
H: 2.76234 -0.89349 -0.64061  0.20
H: 1.66459 0.62394 -0.41320  0.17
H: 3.42048 -0.03768 1.42996  0.37
H: 1.71700 0.37878 1.78414  0.37
O: -1.03199 1.05285 2.31197  -0.92
H: -0.85420 1.74159 2.89445  0.47
H: -1.83045 0.73399 2.70847  0.47

***

Record 2
Molecular formula: C4H38N2O13S
Method: DFT, ωB97M-V/def2-TZVPD

## Properties
ΔE to the lowest compared entry with this formula, charge and spin = 2.1375 eV
gap between HOMO and LUMO = 0.334 hartree

Each line ends with the natural charge from an NBO analysis.
CARTESIAN COORDINATES (ANGSTROEM)
C: -0.57526 1.07347 -1.18359  -0.64
C: -0.47775 -0.25286 -0.40026  -0.07
C: 0.06255 -1.36747 -1.30634  -0.50
S: 1.71315 -1.00884 -2.00792  -0.06
N: -1.82980 -0.68057 -0.04699  -0.68
C: -1.98015 -1.73574 0.93987  -0.06
N: -2.04975 -1.13535 2.31188  -0.86
H: -0.62105 0.95804 -2.27215  0.20
H: -1.41707 1.66870 -0.83766  0.22
H: 0.42250 1.51225 -1.11876  0.26
H: 0.17593 -0.10249 0.46883  0.18
H: 0.15606 -2.27428 -0.71295  0.21
H: -0.62110 -1.56742 -2.12682  0.22
H: 2.36752 -1.03188 -0.83197  0.14
H: -2.49821 0.02847 0.22401  0.37
H: -2.92128 -2.24654 0.77489  0.20
H: -1.17577 -2.46068 0.86583  0.18
H: -1.32946 -1.51745 2.92757  0.35
H: -2.82775 -1.61793 2.76759  0.36
H: 0.47100 -1.56631 -5.26214  0.47
H: -0.68073 -1.06904 -4.48320  0.46
O: -0.45178 -1.80142 -5.07229  -0.93
H: -2.91849 -1.49583 -1.57978  0.50
H: -3.67943 -1.94393 -2.86323  0.49
O: -3.61501 -2.10253 -1.91439  -0.98
H: 1.87942 -5.12739 -0.16317  0.49
H: 0.54292 -4.50775 -0.52994  0.50
O: 1.44550 -4.27672 -0.26855  -0.96
H: 0.58892 3.43958 3.33910  0.50
H: 1.89332 3.33950 2.41325  0.49
O: 1.15170 3.87943 2.69268  -0.99
H: 2.18941 -3.06979 0.88234  0.51
H: 1.47526 -2.02083 1.56188  0.45
O: 2.36307 -2.41173 1.58813  -0.97
H: -0.29534 5.58898 0.51274  0.47
H: 0.99703 4.92909 0.97108  0.50
O: 0.65816 5.60933 0.36721  -0.97
H: -2.87116 -4.92916 -0.49162  0.47
H: -3.05010 -3.49629 -1.13918  0.50
O: -2.42526 -4.10638 -0.68206  -1.00
H: 0.80809 3.85262 -1.84010  0.48
H: 2.12058 4.10809 -1.17647  0.49
O: 1.71354 3.52655 -1.82897  -0.97
H: 4.64429 0.99325 -2.55612  0.49
H: 3.21495 1.74713 -2.16156  0.52
O: 4.07404 1.40114 -1.90679  -1.00
H: 3.81026 2.37101 1.87915  0.47
H: 4.00435 2.06446 0.33357  0.50
O: 3.59916 2.64449 0.98692  -0.98
H: 0.12247 1.14501 3.63294  0.48
H: -0.93495 1.54291 2.52903  0.49
O: -0.62551 1.70192 3.42310  -0.96
H: -4.50929 1.46688 -0.51975  0.48
H: -3.95385 1.51475 0.96990  0.48
O: -4.22118 2.02224 0.20306  -0.95
H: 2.44479 -0.68362 2.69158  0.50
H: 1.41651 -0.51448 3.78489  0.46
O: 2.03000 -0.00658 3.24170  -0.96

***

no.,LUMO (eV)
1,0.51
2,-0.02